(1)
ORCA calculation (ωB97M-V/def2-TZVPD) on the molecule C6H12O.

Bonds (Å) are listed after each position.
Cartesian coordinates (Å):
1 C -1.778 -1.061 -0.278  C2 1.534, H8 1.095, H9 1.093, H10 1.097
2 C -0.686 0.015 -0.326  C1 1.534, C3 1.528, C4 1.528, H11 1.097
3 C -1.197 1.321 0.284  C2 1.528, H12 1.098, H13 1.095, H14 1.093
4 C 0.536 -0.583 0.371  C2 1.528, O5 1.365, C6 1.820, C7 1.807, H15 1.098
5 O 0.985 -1.690 -0.289  C4 1.365, C6 1.426
6 C 2.240 -1.051 -0.064  C4 1.820, O5 1.426, C7 1.850, H16 1.119
7 C 1.786 0.716 0.246  C4 1.807, C6 1.850, H17 1.090, H18 1.093, H19 1.103
8 H -2.656 -0.737 -0.848  C1 1.095
9 H -1.420 -2.004 -0.699  C1 1.093
10 H -2.099 -1.243 0.755  C1 1.097
11 H -0.407 0.180 -1.373  C2 1.097
12 H -1.310 1.234 1.373  C3 1.098
13 H -2.183 1.558 -0.128  C3 1.095
14 H -0.545 2.173 0.074  C3 1.093
15 H 0.404 -0.739 1.449  C4 1.098
16 H 2.538 -1.356 0.970  C6 1.119
17 H 1.749 1.185 -0.737  C7 1.090
18 H 2.795 0.801 0.656  C7 1.093
19 H 1.185 1.314 0.950  C7 1.103

HOMO-LUMO gap = 8.846 eV
HOMO energy = -0.290 hartree
charge = 0
energy relative to the best compared isomer or geometry (same formula, charge and spin) = 128.3 kcal per mole



(2)
ORCA calculation (ωB97M-V/def2-TZVPD) on a cluster of 2 separate species, C6H12O in total.

Bonds (Å) are listed after each position.
Cartesian coordinates (Å):
1 C -2.328 1.554 0.675  C2 1.525, H8 1.096, H9 1.094, H10 1.092
2 C -1.106 0.949 -0.007  C1 1.525, C3 1.505, H11 1.097, H12 1.094
3 C -0.191 0.444 1.076  C2 1.505, O7 1.209, H13 1.112
4 C 0.353 -1.980 -0.745  C5 1.328, H14 1.086, H15 1.089
5 C 1.448 -1.441 -0.220  C4 1.328, C6 1.492, H17 1.090
6 C 2.274 -0.368 -0.844  C5 1.492, H16 1.093, H18 1.095, H19 1.096
7 O 0.876 0.935 1.367  C3 1.209
8 H -2.826 0.797 1.292  C1 1.096
9 H -2.027 2.387 1.318  C1 1.094
10 H -3.032 1.925 -0.073  C1 1.092
11 H -1.420 0.116 -0.647  C2 1.097
12 H -0.589 1.701 -0.610  C2 1.094
13 H -0.612 -0.392 1.677  C3 1.112
14 H -0.161 -2.805 -0.261  C4 1.086
15 H -0.042 -1.618 -1.693  C4 1.089
16 H 3.169 -0.889 -1.195  C6 1.093
17 H 1.870 -1.840 0.703  C5 1.090
18 H 2.550 0.402 -0.115  C6 1.095
19 H 1.792 0.122 -1.698  C6 1.096

SMILES = CCC=O.C=CC
HOMO-LUMO gap = 10.649 eV
HOMO energy = -0.354 hartree
charge = 0
energy relative to the best compared isomer or geometry (same formula, charge and spin) = 34.1 kcal per mole



(3)
ORCA calculation (ωB97M-V/def2-TZVPD) on the molecule C6H12O.

Bonds (Å) are listed after each position.
Cartesian coordinates (Å):
1 C 1.966 -0.878 -0.418  C2 1.517, H8 1.096, H9 1.091, H10 1.097
2 C 0.657 -0.217 -0.030  C1 1.517, O3 1.445, C4 1.514, C7 1.534
3 O 0.898 0.099 1.359  C2 1.445, H11 0.971
4 C 0.161 1.100 -0.586  C2 1.514, C5 1.784, H12 1.120, H13 1.112
5 C -1.162 1.146 0.609  C4 1.784, C6 1.531, H14 1.122, H15 1.082
6 C -1.800 -0.141 0.081  C5 1.531, C7 1.554, H16 1.090, H17 1.098
7 C -0.596 -1.093 -0.162  C2 1.534, C6 1.554, H18 1.099, H19 1.091
8 H 2.783 -0.162 -0.275  C1 1.096
9 H 2.013 -1.308 -1.419  C1 1.091
10 H 2.116 -1.671 0.326  C1 1.097
11 H 0.977 1.066 1.360  O3 0.971
12 H 1.022 1.791 -0.772  C4 1.120
13 H -0.287 1.006 -1.600  C4 1.112
14 H -1.044 0.983 1.714  C5 1.122
15 H -1.713 2.074 0.529  C5 1.082
16 H -2.285 0.143 -0.853  C6 1.090
17 H -2.553 -0.628 0.713  C6 1.098
18 H -0.652 -1.527 -1.170  C7 1.099
19 H -0.534 -1.906 0.563  C7 1.091

SMILES = CC1(O)CCCC1
HOMO-LUMO gap = 10.641 eV
HOMO energy = -0.354 hartree
charge = 0
energy relative to the best compared isomer or geometry (same formula, charge and spin) = 45.4 kcal per mole